1.
Formula: C5H11P
Source: OMol25
Level of theory: the ωB97M-V functional and the def2-TZVPD basis

Atoms and positions in Å:
C 1.399464 1.761772 -0.297560
C -1.050270 -0.656540 1.330876
C -1.237374 0.566289 0.375618
C 0.439087 -0.908987 1.218248
C 0.554318 -0.398734 -1.880192
P 0.530475 0.365600 -0.215854
H 2.471841 1.631857 -0.772575
H 1.342630 2.377274 0.638352
H -1.285098 -0.347567 2.388126
H -1.697686 -1.604789 1.258665
H -2.211621 0.340028 -0.135091
H -1.330812 1.505170 0.775312
H 0.964230 -0.274103 1.915771
H 0.618374 -1.912023 1.484864
H 0.341025 -1.419202 -1.660960
H -0.273502 0.185421 -2.292863
H 1.503935 -0.190588 -2.353047

Cartesian forces (eV/Å) of the 6 atoms listed first:
2.38 0.70 0.53
-1.30 0.30 2.83
-0.59 -3.77 -1.11
-0.57 1.62 -0.34
-0.38 1.28 1.60
-1.05 -1.37 -1.21

Spin multiplicity: 1
Relative energy (zero: lowest compared OMol25 entry of this formula, charge and spin): 54.50 kcal/mol

=====

2.
Formula: C5H11P
Source: OMol25
Level of theory: the ωB97M-V functional and the def2-TZVPD basis

Atoms and positions in Å:
C -0.465118 0.180969 1.542179
C -0.219656 1.016874 0.385563
C -0.445806 -0.258884 -0.390895
C 1.130886 1.646293 0.346060
C 0.671747 -1.219335 -0.760262
P -2.137879 -0.877802 -0.754847
H 0.396290 -0.404605 1.970726
H -1.401064 -0.102174 1.950412
H -1.118090 1.645153 0.198592
H 0.972816 2.618009 1.004019
H 1.392424 1.979539 -0.722026
H 1.952577 1.052262 0.712761
H 1.486915 -1.144603 -0.044178
H 1.146942 -0.891316 -1.729685
H 0.255895 -2.388111 -0.635770
H -1.755709 -2.208930 -0.987550
H -1.863169 -0.643339 -2.085099

Cartesian forces (eV/Å) of the 6 atoms listed first:
1.79 -3.06 -1.21
-1.50 0.19 -1.01
-0.03 -1.13 3.36
-0.49 3.65 -0.86
-0.38 -1.54 0.49
0.48 0.80 0.13

Spin multiplicity: 1
Relative energy (zero: lowest compared OMol25 entry of this formula, charge and spin): 63.64 kcal/mol

=====

3.
Formula: C5H12AgNb
Source: OMol25
Level of theory: the ωB97M-V functional and the def2-TZVPD basis

Atoms and positions in Å:
C 3.166646 -1.833693 0.488214
C 2.484257 -0.881945 0.138316
Nb 1.021319 0.598547 -0.431869
C -0.474598 0.112521 1.203768
C -1.860797 0.450126 0.756222
C -2.526242 -0.631765 -0.089196
H 3.665073 -2.709596 0.850736
H 0.417769 -0.557184 -1.738767
H 0.026518 1.889202 -1.243235
H 1.883315 1.904852 0.525201
H 2.323755 1.164481 -1.624979
H -0.299192 -0.945273 1.430862
H -0.046644 0.738914 2.003983
H -2.409660 0.544729 1.715501
H -1.897963 1.430082 0.263362
H -3.555416 -0.352355 -0.313475
H -2.546915 -1.582989 0.445995
H -2.004320 -0.782570 -1.036233
Ag 2.633095 1.443907 -3.344411

Cartesian forces (eV/Å) of the 6 atoms listed first:
-0.48 0.10 0.11
0.09 0.41 -0.70
-0.88 -2.05 2.78
-0.98 -0.45 1.39
0.28 -0.26 -0.59
-0.07 0.05 0.03

Spin multiplicity: 2
Net charge: +1
<S²>: 0.76

=====

4.
Formula: C5H12BBrNO3P2
Source: OMol25
Level of theory: the ωB97M-V functional and the def2-TZVPD basis

Atoms and positions in Å:
C -1.588949 0.679288 3.001895
C -2.023799 0.178740 2.006233
C -2.471202 -0.439762 0.768855
C -1.909764 0.202548 -0.508412
C -0.552028 -0.328833 -0.969784
B 0.760774 0.281177 -0.197364
P 1.521996 1.874782 -1.010930
O 0.188599 2.886962 -0.864044
Br 1.579680 1.411397 -3.257496
P 2.075396 -1.078770 0.135262
N 1.463187 -2.303364 0.915269
O 3.286038 -0.410293 1.009648
O 2.859421 -1.531708 -1.223560
H -1.165009 1.159646 3.845256
H -3.556320 -0.313248 0.751233
H -2.277674 -1.509631 0.807566
H -1.860859 1.281427 -0.386907
H -2.636497 -0.002684 -1.298380
H -0.540230 -1.420692 -0.933701
H -0.464634 -0.066569 -2.027221
H 0.439090 0.680039 0.899735
H 0.204675 3.549116 -1.566369
H 1.608666 -3.177324 0.420789
H 2.852224 0.288485 1.521803
H 2.207220 -1.890729 -1.839376

Cartesian forces (eV/Å) of the 6 atoms listed first:
-0.05 0.22 0.22
0.39 -0.18 -0.02
-0.46 0.38 0.00
0.11 -0.44 -0.15
0.45 0.35 -0.09
-0.44 -0.07 -0.34

Spin multiplicity: 1
Net charge: -1

=====

5.
Formula: C5H12Cl2N
Source: OMol25
Level of theory: the ωB97M-V functional and the def2-TZVPD basis

Atoms and positions in Å:
C -0.288404 1.894710 -1.392675
C 0.133047 0.457725 -1.693667
Cl 1.908376 0.286652 -1.727262
C -0.379446 -0.595194 -0.706644
Cl -2.128026 -0.599277 -0.642989
N 0.257724 -0.398216 0.667658
C 0.916065 -1.662991 1.120710
C -0.632199 0.123378 1.755542
H -0.393225 2.079880 -0.324561
H 0.443766 2.588938 -1.791400
H -1.249643 2.095379 -1.857915
H -0.243539 0.155207 -2.667602
H -0.066604 -1.578246 -1.043331
H 1.000022 0.292569 0.532526
H 0.139020 -2.400129 1.297518
H 1.607056 -2.000144 0.355853
H 1.455901 -1.467505 2.042522
H 0.009088 0.437920 2.575582
H -1.210430 0.967085 1.404457
H -1.278550 -0.677743 2.095679

Cartesian forces (eV/Å) of the 6 atoms listed first:
-0.02 -0.24 0.00
-0.44 0.11 0.12
0.24 -0.01 0.01
0.21 0.12 -0.19
-0.15 -0.03 0.04
-0.22 -0.08 0.23

Spin multiplicity: 1
Net charge: +1
Relative energy (zero: lowest compared OMol25 entry of this formula, charge and spin): 0.00 kcal/mol
SMILES string: C[C@@H](Cl)[C@H](Cl)[NH+](C)C

=====

6.
Formula: C5H12Cl2Si
Source: OMol25
Level of theory: the ωB97M-V functional and the def2-TZVPD basis

Atoms and positions in Å:
C 0.428044 -1.274356 0.637971
C 1.163804 1.114342 1.092227
C -0.980636 0.482285 1.969773
C 0.298303 -0.887309 -3.245726
C -0.013272 0.123444 0.709827
Si -1.276507 0.577327 -0.826301
Cl 1.806235 -0.030875 -3.342014
Cl -0.627803 -0.937836 -4.636388
H -0.351881 -1.988058 0.590866
H 1.174262 -1.442078 -0.133800
H 0.960394 -1.516101 1.621030
H 0.727194 2.068088 1.177339
H 2.121599 1.090841 0.425715
H 1.456903 0.957892 2.051748
H -1.149926 1.484201 1.862808
H -1.862142 -0.056512 1.998193
H -0.420841 0.333235 2.885489
H 0.354930 -1.950011 -2.818006
H -1.328639 1.864303 -1.606061
H -2.480021 -0.012825 -0.414690

Cartesian forces (eV/Å) of the 6 atoms listed first:
1.91 -0.77 1.90
0.37 -1.04 -4.47
2.91 -2.13 -1.35
0.07 -1.61 2.43
-1.33 3.31 0.94
3.58 -0.45 -0.54

Spin multiplicity: 1
Relative energy (zero: lowest compared OMol25 entry of this formula, charge and spin): 194.81 kcal/mol

=====

7.
Formula: C5H12ClI2N5OOsP
Source: OMol25
Level of theory: the ωB97M-V functional and the def2-TZVPD basis

Atoms and positions in Å:
I -2.998874 1.831417 -3.299845
I -1.431550 -0.137563 -4.201113
Os -0.123684 0.058491 -0.107448
P -1.849124 -0.960217 0.764780
C -1.993233 -2.768514 0.696660
C -2.137767 -0.656337 2.543901
H -3.465294 0.684867 0.031384
H -4.193527 -0.917623 0.478907
H -3.345875 -0.679513 -1.108127
C -3.382455 -0.403474 -0.050110
H -2.146231 0.418279 2.748694
H -3.103316 -1.115258 2.788560
H -2.953519 -3.044974 1.144427
H -1.163397 -3.210672 1.252912
H -1.330885 -1.126802 3.114591
H -1.943257 -3.084413 -0.347113
C 0.672838 -1.547293 -0.550479
O 1.198422 -2.584656 -0.793107
Cl -1.274570 1.931587 0.712301
N 4.948853 1.705815 -0.633459
N 3.626122 1.561328 -0.880872
N 3.051420 2.280494 -1.868816
C 1.779234 1.818447 -1.769108
N 1.636713 0.906232 -0.803705
N 2.857255 0.722760 -0.196970
H 5.345186 1.154543 0.095145
H 5.435300 2.319872 -1.265640
H 1.000681 2.166510 -2.407063

Cartesian forces (eV/Å) of the 6 atoms listed first:
0.67 -0.87 -0.69
-0.89 1.02 0.31
1.29 6.10 -0.61
-4.36 -3.25 2.83
0.48 0.36 -0.37
0.44 0.42 -0.17

Spin multiplicity: 5
Net charge: +3
Relative energy (zero: lowest compared OMol25 entry of this formula, charge and spin): 0.00 kcal/mol
<S²>: 6.03

=====

8.
Formula: C5H12CoO3
Source: OMol25
Level of theory: the ωB97M-V functional and the def2-TZVPD basis

Atoms and positions in Å:
C 2.107356 -2.683349 -0.487997
C 2.162517 -1.194530 -0.640171
O 2.844352 -0.544453 0.405079
Co 4.552389 0.188174 0.447117
H 2.401271 -2.983585 0.526323
H 2.783306 -3.148553 -1.216800
H 1.081029 -3.023030 -0.673234
H 2.570373 -0.815877 -1.589177
O 0.743916 -0.579247 -0.313879
H 1.933294 -0.065011 0.883819
C -2.590755 1.419747 0.975476
O -1.628278 0.684479 0.262517
C -0.519209 1.453248 -0.124032
C 0.408391 0.628590 -0.979760
H -3.404980 0.735351 1.240446
H -2.162510 1.846607 1.898749
H -2.997247 2.243913 0.363755
H 0.023521 1.824997 0.764947
H -0.844201 2.332818 -0.709955
H 1.336478 1.198600 -1.147317
H -0.079563 0.395414 -1.939709

Cartesian forces (eV/Å) of the 6 atoms listed first:
-0.01 -0.24 -0.08
-3.48 1.14 -0.21
-2.71 1.60 2.47
1.51 0.59 0.13
-0.14 0.10 -0.28
-0.20 0.00 0.24

Spin multiplicity: 5
Net charge: +1
Relative energy (zero: lowest compared OMol25 entry of this formula, charge and spin): 24.22 kcal/mol
<S²>: 6.00

=====

Number 1: calculated total energy -538.3393 a.u.. Number 2: calculated total energy -538.3248 a.u.. Number 3: calculated total energy -400.9871 a.u.. Number 4: calculated total energy -3759.8764 a.u.. Number 5: calculated total energy -1172.6022 a.u.. Number 6: calculated total energy -1407.4060 a.u.. Number 7: calculated total energy -2033.0882 a.u.. Number 8: calculated total energy -1805.7580 a.u..